(1)
A cluster of 7 separate species, C9H32O7 in total in a non-equilibrium geometry, computed with ωB97M-V/def2-TZVPD.

Computed properties:
- SMILES: CC(C)O.CO.CO.CO.CO.CO.CO
- Energy relative to the best compared isomer or geometry (same formula, charge and spin): 438.7 kJ/mol
- Charge: 0
- Electronic energy: -888.6230 Eh
- HOMO energy: -9.62 eV
- Multiplicity: 1
- Kohn-Sham gap: 9.91 eV
- LUMO: 0.30 eV

Geometry (Å):
O  -1.201  -13.477  4.337
O  2.092  -17.268  1.160
O  -0.216  -12.998  -3.428
O  -1.806  -21.094  0.372
O  -5.591  -14.358  -1.612
O  -0.569  -18.392  0.726
O  -3.127  -21.119  -3.031
C  -1.301  -17.669  -1.453
C  -1.112  -22.217  0.896
C  -3.760  -20.161  -2.227
C  -1.059  -16.055  0.556
C  -2.230  -14.192  3.664
C  -4.281  -13.838  -1.614
C  -1.046  -14.169  -3.577
C  2.019  -16.348  2.307
C  -1.410  -17.500  0.065
H  -0.363  -17.191  -1.736
H  -0.118  -15.654  0.177
H  -6.192  -13.625  -1.459
H  -1.136  -14.513  -4.608
H  -0.944  -19.262  0.570
H  -0.771  -14.108  4.919
H  -0.957  -16.181  1.634
H  -4.092  -13.044  -2.337
H  -1.306  -18.697  -1.815
H  -2.640  -13.603  2.843
H  -1.736  -15.111  3.347
H  -2.181  -17.250  -1.942
H  1.471  -15.470  1.966
H  -3.644  -20.346  -1.159
H  -3.435  -19.145  -2.449
H  -0.619  -15.021  -3.048
H  -2.050  -14.018  -3.180
H  -4.830  -20.185  -2.430
H  -2.400  -17.780  0.425
H  -3.530  -14.615  -1.757
H  -0.151  -22.201  0.381
H  -0.387  -12.536  -2.604
H  -2.735  -21.209  0.584
H  1.205  -17.307  0.794
H  -1.078  -22.251  1.985
H  -3.104  -14.510  4.232
H  -1.865  -15.343  0.379
H  -4.045  -13.382  -0.653
H  -3.292  -21.990  -2.664
H  -1.599  -23.154  0.625
H  1.336  -16.870  2.977
H  2.974  -16.129  2.784

(2)
A structure of composition C38H51Cl3N2O3PSiTb in a non-equilibrium geometry, computed with ωB97M-V/def2-TZVPD.

Computed properties:
- Charge: 0
- Electronic energy: -4649.8363 Eh
- HOMO energy (spin up / spin down): -7.59 / -7.60 eV
- Multiplicity: 7
- Kohn-Sham gap (spin up / spin down): 7.71 / 7.72 eV
- LUMO (spin up / spin down): 0.12 / 0.12 eV

Geometry (Å):
Tb  -1.911  -0.995  -1.015
Cl  -2.956  -3.408  -1.520
Cl  -3.353  -0.589  1.053
Cl  -0.043  1.432  -4.979
P  0.292  0.713  4.491
Si  1.448  0.124  -4.317
O  0.053  -1.945  -0.463
O  -1.847  -0.605  -2.996
O  -1.086  1.172  -1.065
N  1.396  -3.742  -0.134
N  -0.377  3.008  0.096
C  -3.291  1.056  6.432
C  1.251  -1.736  -3.860
C  -2.933  1.459  7.726
C  3.219  -0.956  6.930
C  2.493  -0.015  6.189
C  2.544  -2.829  -0.082
C  -0.292  -2.301  -7.108
C  2.857  -2.304  6.904
C  -1.610  -1.840  -5.106
C  0.780  3.467  4.997
C  -3.254  0.369  -6.113
C  1.284  2.243  4.522
C  1.587  4.606  4.967
C  1.529  -5.188  0.071
C  2.458  -0.086  -5.811
C  -3.702  1.583  -6.832
C  0.053  3.734  -1.136
C  0.212  -3.209  -0.355
C  1.659  0.878  -2.581
C  -3.127  0.239  -4.783
C  -0.426  -3.681  -6.891
C  2.540  2.213  3.883
C  -0.879  -1.381  -6.218
C  -1.709  -3.219  -4.888
C  -3.690  1.285  -3.840
C  -0.595  1.435  7.086
C  1.393  -0.420  5.418
C  -1.585  1.641  8.053
C  -2.431  -0.952  -4.161
C  1.759  -2.714  6.134
C  0.024  3.569  1.394
C  -0.956  1.057  5.787
C  2.869  4.549  4.411
C  -1.142  -4.143  -5.769
C  1.034  -1.785  5.392
C  3.334  3.354  3.851
C  -2.312  0.847  5.462
C  -0.926  1.797  0.026
H  0.788  -5.521  0.821
H  -3.751  0.895  -2.809
H  -0.661  3.244  2.186
H  3.264  0.606  -5.607
H  -3.215  2.484  -6.411
H  -3.197  -1.620  -3.752
H  2.263  -1.857  -3.446
H  -0.015  4.656  1.338
H  -1.294  1.940  9.062
H  -0.694  3.576  -1.931
H  0.177  -2.106  4.796
H  1.261  -5.726  -0.849
H  1.517  0.089  -1.813
H  -4.803  1.634  -6.830
H  2.906  1.283  3.444
H  -4.339  0.898  6.180
H  -3.016  2.171  -3.874
H  2.661  -2.324  -1.054
H  1.053  3.267  1.673
H  2.800  1.029  6.237
H  1.467  -3.768  6.123
H  0.490  -2.044  -3.145
H  3.418  -3.427  0.170
H  -1.250  1.292  0.957
H  2.714  1.169  -2.735
H  0.312  -1.902  -7.926
H  -3.703  1.621  8.482
H  0.089  4.807  -0.889
H  -4.702  1.616  -4.137
H  -2.576  0.515  4.456
H  -2.257  -3.526  -4.000
H  2.854  -1.132  -5.873
H  4.330  3.305  3.406
H  1.034  3.414  -1.526
H  4.070  -0.628  7.534
H  0.987  1.713  -2.415
H  -3.061  -0.451  -6.792
H  -0.701  -0.326  -6.408
H  1.858  0.117  -6.734
H  2.343  -2.021  0.643
H  0.055  -4.369  -7.583
H  0.456  1.559  7.354
H  1.212  5.542  5.388
H  1.243  -2.360  -4.766
H  2.540  -5.435  0.416
H  -0.231  3.526  5.410
H  3.424  -3.037  7.486
H  3.505  5.436  4.411
H  -3.408  1.500  -7.889
H  -0.641  -3.899  -0.441
H  -1.213  -5.211  -5.587

(3)
A cluster of 2 separate species, C4H9BO2 in total in a non-equilibrium geometry, computed with ωB97M-V/def2-TZVPD.

Computed properties:
- Energy relative to the best compared isomer or geometry (same formula, charge and spin): 519.9 kJ/mol
- Charge: 0
- Electronic energy: -333.0290 Eh
- HOMO energy: -7.84 eV
- Multiplicity: 1
- Kohn-Sham gap: 7.99 eV
- LUMO: 0.15 eV

Geometry (Å):
O  -1.916  0.512  0.308
O  -1.576  -1.638  -0.190
C  -1.147  -0.535  0.080
C  1.378  1.204  0.205
C  -3.335  0.157  0.195
C  1.706  -1.739  -0.414
B  1.215  -0.352  0.111
H  0.449  1.753  0.422
H  0.706  -2.220  -0.752
H  -3.386  -0.553  -0.583
H  2.294  -2.365  0.228
H  2.116  1.614  0.997
H  -3.795  1.114  -0.026
H  -3.686  -0.087  1.282
H  2.499  -1.768  -1.222
H  1.648  1.528  -0.811

(4)
A structure of composition C15H15BrCoN5O3Se in a non-equilibrium geometry, computed with ωB97M-V/def2-TZVPD.

Computed properties:
- Charge: +1
- Electronic energy: -7437.9447 Eh
- HOMO energy (spin up / spin down): -10.55 / -10.53 eV
- Multiplicity: 4
- Kohn-Sham gap (spin up / spin down): 5.73 / 5.60 eV
- LUMO (spin up / spin down): -4.82 / -4.93 eV

Geometry (Å):
Br  4.815  6.039  10.291
Se  3.790  9.100  9.850
Co  6.942  7.935  9.651
O  9.715  7.679  9.817
O  5.979  6.182  15.344
O  5.356  7.669  7.060
N  5.660  9.365  9.786
N  7.067  7.160  11.424
N  3.461  10.646  10.751
N  8.712  7.374  9.116
N  6.583  7.502  7.769
C  6.046  13.087  11.759
C  7.444  6.344  5.749
C  7.734  6.881  13.756
C  7.574  6.949  7.086
C  7.985  7.285  12.453
C  4.655  11.196  11.056
C  8.838  6.983  7.853
C  7.140  11.124  10.774
C  10.187  6.776  7.262
C  5.566  6.127  13.052
C  4.825  12.512  11.561
C  5.947  6.521  11.771
C  6.471  6.405  14.087
C  5.886  10.495  10.527
C  7.241  12.404  11.324
H  10.563  5.771  7.501
H  6.444  6.127  5.459
H  10.852  7.446  7.769
H  8.018  10.577  10.445
H  3.894  12.961  11.869
H  6.632  6.460  15.973
H  4.617  5.659  13.283
H  4.766  8.003  7.756
H  7.929  6.951  4.970
H  6.096  14.065  12.203
H  8.230  12.814  11.561
H  8.987  7.670  12.133
H  8.604  6.980  14.427
H  10.136  6.874  6.151
H  7.940  5.348  5.760

Copy entry 3 word for word.
A cluster of 2 separate species, C4H9BO2 in total in a non-equilibrium geometry, computed with ωB97M-V/def2-TZVPD.

Computed properties:
- Energy relative to the best compared isomer or geometry (same formula, charge and spin): 519.9 kJ/mol
- Charge: 0
- Electronic energy: -333.0290 Eh
- HOMO energy: -7.84 eV
- Multiplicity: 1
- Kohn-Sham gap: 7.99 eV
- LUMO: 0.15 eV

Geometry (Å):
O  -1.916  0.512  0.308
O  -1.576  -1.638  -0.190
C  -1.147  -0.535  0.080
C  1.378  1.204  0.205
C  -3.335  0.157  0.195
C  1.706  -1.739  -0.414
B  1.215  -0.352  0.111
H  0.449  1.753  0.422
H  0.706  -2.220  -0.752
H  -3.386  -0.553  -0.583
H  2.294  -2.365  0.228
H  2.116  1.614  0.997
H  -3.795  1.114  -0.026
H  -3.686  -0.087  1.282
H  2.499  -1.768  -1.222
H  1.648  1.528  -0.811

The highest multiplicity belongs to which entry?
C38H51Cl3N2O3PSiTb

multiplicity of number 1 (C9H32O7)?
1

Number 4 is which compound?
C15H15BrCoN5O3Se